{"formula": "C44H60N6O3Pb", "method": "ωB97M-V with the def2-TZVPD basis set", "gap_ha": [0.2062, 0.2061], "energy_ev": -66931.884, "homo_ev": [-6.23, -6.22], "e_lumo_ev": [-0.615, -0.616], "molar_mass_g_mol": 928.20, "symbols": ["Pb", "C", "C", "C", "C", "C", "C", "C", "N", "C", "C", "C", "C", "C", "C", "C", "C", "C", "C", "N", "C", "C", "C", "N", "C", "C", "C", "C", "C", "C", "C", "C", "C", "C", "C", "C", "C", "C", "N", "C", "C", "H", "H", "H", "H", "H", "H", "H", "H", "H", "H", "H", "H", "H", "H", "H", "H", "H", "H", "H", "H", "H", "H", "H", "H", "H", "H", "H", "H", "H", "H", "H", "H", "H", "H", "H", "H", "H", "H", "H", "H", "H", "H", "H", "H", "C", "N", "C", "C", "O", "C", "O", "C", "C", "O", "N", "C", "C", "H", "H", "H", "H", "H", "H", "H", "H", "H", "H", "H", "H", "H", "H", "H", "H"], "coordinates": [[-0.356558, 0.078622, -0.115874], [4.128704, 4.655360, -0.159480], [2.958873, 4.914151, 0.770378], [2.136504, 3.777274, 1.236343], [1.337313, 3.645793, 2.344602], [1.116429, 4.625789, 3.472687], [2.085741, 4.448788, 4.667661], [0.696776, 2.320569, 2.301623], [1.131691, 1.704694, 1.134198], [1.987484, 2.530498, 0.475913], [2.523851, 2.212455, -0.815551], [2.555228, 0.900986, -1.371607], [3.260528, 0.551414, -2.605995], [4.205803, 1.453072, -3.335672], [3.793309, 1.905352, -4.749375], [3.098312, -0.815042, -2.844597], [2.165008, -1.274178, -1.822062], [1.681322, -2.596130, -1.727234], [0.724269, -3.049483, -0.824119], [0.197820, -2.258785, 0.207700], [-0.707371, -3.090446, 0.869291], [-1.444051, -2.776367, 2.005983], [-1.374178, -1.560867, 2.695204], [-0.790359, -0.399783, 2.217263], [-0.776244, 0.543217, 3.262615], [-0.247453, 1.818098, 3.203474], [-1.503758, 0.006999, 4.378188], [-1.903947, -1.265349, 3.995072], [-2.602535, -2.350060, 4.803121], [-1.718719, -3.537631, 5.077478], [-1.556921, 0.600449, 5.760655], [-0.334245, 1.271750, 6.356844], [-0.742990, -4.401804, 0.244267], [0.179793, -4.391059, -0.799375], [0.535737, -5.472792, -1.764752], [-0.335746, -5.452087, -3.041487], [-1.648939, -5.519027, 0.645246], [-1.062819, -6.245646, 1.852767], [1.831982, -0.241965, -0.921845], [3.758643, -1.706457, -3.835090], [4.724589, -2.668830, -3.141015], [4.967597, 5.279548, 0.175386], [3.937163, 4.892847, -1.235964], [4.492247, 3.605856, -0.120949], [2.228829, 5.638621, 0.289989], [3.350402, 5.425595, 1.684766], [0.068555, 4.461428, 3.838385], [1.253554, 5.652721, 3.063715], [1.995368, 3.410524, 5.059490], [1.782239, 5.088318, 5.502851], [3.155219, 4.565575, 4.458837], [2.880698, 3.023384, -1.509010], [5.167593, 0.923693, -3.383390], [4.446862, 2.339059, -2.743705], [3.992536, 1.165941, -5.543575], [4.374069, 2.809155, -5.012696], [2.728359, 2.169475, -4.770831], [1.943588, -3.327987, -2.489236], [-2.268294, -3.502070, 2.273442], [-0.503059, 2.478529, 4.044489], [-3.503225, -2.609939, 4.260854], [-2.872779, -1.942587, 5.755812], [-1.603648, -4.129908, 4.147708], [-2.126253, -4.190391, 5.890019], [-0.667894, -3.289711, 5.343840], [-1.837175, -0.197367, 6.423916], [-2.417348, 1.279570, 5.835595], [0.522113, 0.849363, 5.819186], [-0.212444, 1.122358, 7.458088], [-0.300819, 2.337756, 6.178226], [0.437934, -6.386093, -1.227181], [1.565345, -5.284666, -2.032421], [-1.388874, -5.522068, -2.743205], [-0.072958, -6.266964, -3.730643], [-0.212675, -4.551580, -3.640808], [-1.795943, -6.187368, -0.214078], [-2.674974, -5.143935, 0.912679], [0.022334, -6.272278, 1.846293], [-1.397379, -7.306139, 1.919501], [-1.387192, -5.738720, 2.793976], [4.215958, -1.077109, -4.598178], [2.961734, -2.253385, -4.327057], [5.334924, -2.137576, -2.386398], [5.456176, -3.093835, -3.841435], [4.250083, -3.478335, -2.589993], [-1.481869, -1.268102, -5.271375], [-2.601221, -0.667825, -4.589591], [-3.742212, -0.249888, -5.382630], [-2.431421, -0.497818, -3.253321], [-1.380012, -0.793853, -2.657087], [-3.559662, 0.225710, -2.530182], [-3.127249, 0.457481, -1.237805], [-3.901881, 1.471510, -0.658598], [-3.392893, 2.864949, -1.126408], [-3.458550, 3.060696, -2.366252], [-2.912231, 3.797486, -0.260453], [-2.334743, 4.979140, -0.875496], [-2.608917, 3.668014, 1.150458], [-0.737836, -0.541122, -5.537520], [-1.810580, -1.790057, -6.207399], [-1.001326, -1.996067, -4.646479], [-3.478249, 0.469508, -6.157171], [-4.491032, 0.167861, -4.712373], [-4.233720, -1.114738, -5.838594], [-4.435240, -0.457301, -2.630990], [-3.809204, 1.195370, -3.082752], [-3.852966, 1.348143, 0.431546], [-4.942071, 1.396044, -0.985064], [-2.535546, 4.878657, -1.952397], [-1.262123, 5.097440, -0.637671], [-2.868603, 5.840997, -0.483705], [-3.191511, 2.865901, 1.584746], [-2.897318, 4.590496, 1.670003], [-1.517283, 3.480557, 1.304808]], "atomic_forces_ev_per_a": [[0.46, -0.05, 0.41], [1.03, -0.31, -0.63], [-0.81, 1.78, 0.73], [-0.51, -1.48, -0.46], [-0.06, -0.15, 0.45], [0.30, 0.14, -0.19], [-0.51, -1.13, 0.45], [0.94, 0.60, -1.84], [-0.30, -0.20, 0.62], [-0.88, 0.03, 0.07], [-0.29, -0.97, -0.56], [-1.53, -0.43, -0.14], [0.26, -1.23, 0.12], [0.62, -0.12, -0.22], [0.14, 0.34, -0.10], [-0.77, 1.89, 1.39], [-0.17, 0.67, 1.12], [-0.58, 0.55, -0.17], [-0.09, 1.21, 1.35], [-0.56, -1.77, -0.61], [0.58, 0.43, -0.46], [-1.14, -0.39, -0.76], [0.05, 2.57, -0.27], [0.78, -0.14, 1.21], [-1.08, -1.51, -1.57], [0.84, 0.59, 0.15], [0.41, -0.94, -0.04], [0.05, -0.54, 1.12], [0.82, 1.27, -0.20], [0.78, -1.58, -0.14], [-1.53, 0.18, 0.25], [0.96, -0.34, -0.03], [0.55, 0.32, -1.51], [-1.33, 0.67, 1.31], [-0.41, 1.31, -0.46], [0.00, -0.38, 0.16], [-0.49, 0.11, 0.10], [-0.72, -0.81, 1.04], [1.99, 0.17, -1.87], [-0.38, 0.20, 0.32], [1.22, 0.30, 0.10], [-0.13, -0.06, -0.33], [0.04, -0.15, 0.90], [-0.27, 0.68, 0.08], [0.91, -0.47, 0.46], [-0.34, -0.16, -0.69], [0.85, 0.60, -0.25], [-0.48, -0.52, 0.36], [-0.01, 0.49, -0.28], [0.22, 0.15, -0.19], [-0.32, 0.31, -0.28], [-0.13, -1.06, 1.24], [-0.05, 0.08, -0.20], [-0.28, -0.03, 0.07], [-0.18, 0.11, 0.46], [-0.29, -0.37, 0.02], [0.22, -0.06, -0.06], [0.24, 0.40, 0.02], [1.33, 0.83, -0.01], [0.19, -0.37, -0.43], [-0.33, -0.35, 0.07], [-0.54, 0.41, 0.51], [-0.12, 0.06, 0.75], [0.25, 0.44, -0.71], [-0.74, 0.24, 0.04], [-0.14, -0.55, 0.33], [0.06, 0.08, -0.11], [0.26, 0.12, 0.48], [-0.24, -0.07, -0.93], [-0.07, 0.31, -0.03], [0.10, -1.06, 0.07], [0.45, -0.49, -0.11], [0.14, -0.08, -0.28], [-0.18, -0.06, 0.36], [0.06, 0.31, 0.31], [0.13, 0.03, 0.24], [0.90, -0.23, -0.34], [0.14, 0.13, -0.11], [0.04, 0.68, -0.03], [0.39, -0.43, -0.67], [0.35, -0.21, 0.01], [-0.05, -0.32, -0.34], [-0.31, -0.03, -0.33], [-0.32, -0.07, 0.03], [-0.25, 0.03, -0.19], [-0.41, -0.84, -1.39], [0.50, -0.48, 0.21], [-0.44, -0.35, 0.72], [0.91, 0.92, 0.42], [-1.39, -0.07, -1.07], [-0.11, -0.22, -2.16], [-0.63, 0.19, 0.28], [0.12, 1.11, 1.10], [-0.26, -0.42, -1.37], [0.16, 0.13, 1.95], [0.33, -0.28, -0.74], [-0.27, 0.21, -0.36], [0.34, -0.36, 0.11], [0.42, 0.52, -0.19], [0.08, 0.52, 0.77], [0.15, -0.31, 0.40], [0.10, 0.05, 0.08], [0.05, 0.26, -0.27], [0.24, -0.02, -0.16], [0.06, 0.39, 0.64], [0.47, -1.31, 0.85], [-0.02, -0.05, -0.34], [-0.07, 0.04, 0.15], [0.44, 0.34, 0.44], [-0.39, -0.28, -0.17], [0.05, 0.31, -0.02], [0.11, -0.18, 0.17], [0.12, -0.11, -0.17], [-0.79, 0.11, -0.04]], "mulliken_charge": [1.39, -1.45, -0.33, 0.48, 0.68, -0.96, -1.13, -0.45, -0.60, 0.08, -0.92, -0.33, 1.01, -0.81, -1.21, -0.03, 0.41, 0.13, -0.09, -0.73, -0.08, -0.59, -0.26, 0.01, -0.15, -0.28, 0.71, 0.39, -1.20, -0.30, -0.76, -1.25, 0.55, 0.41, -1.21, -0.86, -0.94, -1.03, -0.66, -0.81, -1.13, 0.47, 0.18, 0.41, 0.23, 0.39, 0.28, 0.49, 0.19, 0.38, 0.33, 0.59, 0.43, 0.24, 0.30, 0.40, 0.32, 0.25, 0.54, 0.03, 0.36, 0.41, -0.24, 0.40, 0.30, 0.31, 0.38, 0.35, 0.41, 0.24, 0.47, 0.43, 0.31, 0.38, 0.06, 0.39, 0.40, 0.31, 0.42, 0.02, 0.30, 0.34, 0.30, 0.41, 0.26, -0.92, 0.18, -1.11, 0.43, -0.23, -0.97, -0.01, -0.84, 1.19, -0.79, 0.04, -1.09, -1.23, 0.33, 0.34, 0.14, 0.32, 0.45, 0.36, 0.30, 0.53, 0.25, 0.34, 0.37, 0.22, 0.37, 0.32, 0.35, 0.50]}